(1)
DFT (wB97M-V/def2-TZVPD) results for a molecular structure, C31H51BrN4O5PSTc.

Last column: Mulliken spin population.
Geometry (Å):
Tc  -0.5425  0.7889  -1.5201  1.570
C  0.9621  3.1623  -6.5408  0.001
C  -0.0693  4.0751  -5.8884  -0.001
N  -0.1739  3.9273  -4.4346  0.006
C  -0.5382  2.8180  -3.7797  0.036
S  -0.9740  3.0301  -2.0713  0.031
N  -0.6281  1.6553  -4.3750  -0.001
N  -1.0362  0.7242  -3.4634  -0.124
C  -1.9288  -0.1512  -3.8008  0.084
C  -2.2878  -0.4398  -5.2150  -0.004
C  -2.7236  -0.5997  -2.6508  0.089
C  -3.7653  -1.5078  -2.7148  -0.002
C  -4.6019  -1.6570  -1.6206  0.040
C  -4.3906  -0.8738  -0.4962  -0.002
C  -3.2989  -0.0310  -0.4704  0.068
N  -2.4679  0.0948  -1.5083  -0.052
H  0.9419  3.3107  -7.6214  0.000
H  0.7448  2.1197  -6.3287  0.001
H  1.9675  3.3911  -6.1806  0.000
H  -1.0523  3.9058  -6.3370  0.001
H  0.2070  5.1118  -6.0667  0.000
H  -0.1877  4.7617  -3.8739  0.000
H  -1.4632  -0.1641  -5.8651  0.002
H  -3.1667  0.1379  -5.5145  0.009
H  -2.5211  -1.4973  -5.3419  0.002
H  -3.9191  -2.0803  -3.6199  0.001
H  -5.4171  -2.3692  -1.6494  0.002
H  -5.0525  -0.9219  0.3564  0.000
H  -3.0809  0.5831  0.3929  0.000
C  0.4525  0.2701  6.4914  0.032
C  1.0538  -0.9829  5.8291  0.059
C  0.8576  -2.1715  6.7715  0.005
C  2.5630  -0.7725  5.6082  0.033
C  0.3866  -1.1936  4.4799  0.023
C  0.4397  -0.1568  3.5199  -0.036
C  -0.1814  -0.3100  2.3277  0.138
Br  -0.0702  1.1776  1.1287  -0.005
C  -0.9176  -1.5107  1.9496  0.193
O  -1.4707  -1.5830  0.8479  0.360
C  -0.9651  -2.5762  2.9601  0.110
C  -0.3108  -2.3672  4.1538  0.048
C  -1.8229  -3.8287  2.7625  0.007
C  -1.6564  -4.4756  1.3747  0.020
C  -3.2889  -3.3873  2.9397  0.030
C  -1.5037  -4.9091  3.8029  0.003
H  0.8953  0.4078  7.4796  0.002
H  -0.6281  0.1631  6.6127  -0.002
H  0.6436  1.1724  5.9078  0.000
H  1.3602  -1.9622  7.7167  0.000
H  1.2899  -3.0879  6.3632  0.000
H  -0.1997  -2.3425  6.9886  -0.001
H  3.0532  -0.5975  6.5687  0.003
H  2.7642  0.0867  4.9646  -0.002
H  3.0144  -1.6558  5.1498  -0.001
H  0.9726  0.7641  3.7244  0.004
H  -0.3397  -3.1530  4.8922  -0.006
H  -1.8838  -3.7823  0.5728  -0.004
H  -2.3376  -5.3268  1.3008  0.000
H  -0.6360  -4.8464  1.2409  -0.003
H  -3.5655  -2.6637  2.1693  -0.007
H  -3.4445  -2.9323  3.9209  -0.003
H  -3.9476  -4.2552  2.8542  0.002
H  -0.4380  -5.1525  3.8124  0.000
H  -2.0516  -5.8162  3.5447  0.001
H  -1.8101  -4.6198  4.8111  0.001
C  2.6222  6.5063  -1.5502  0.000
O  2.1412  5.1728  -1.6996  0.002
P  2.5504  4.0126  -0.6269  0.001
O  2.1211  2.7352  -1.5380  -0.002
C  3.0698  2.3192  -2.5265  0.000
O  1.2417  3.9315  0.3393  0.000
C  1.1926  4.7783  1.4911  0.000
H  3.5664  6.5386  -0.9978  0.000
H  1.8869  7.1172  -1.0262  0.000
H  2.7850  6.9176  -2.5430  0.000
H  3.7761  1.6033  -2.1042  0.000
H  3.6221  3.1666  -2.9374  0.000
H  2.5098  1.8458  -3.3292  -0.002
H  0.1831  4.7124  1.8897  0.000
H  1.4023  5.8195  1.2389  0.000
H  1.9024  4.4483  2.2536  0.000
C  2.3334  -1.2773  -3.1507  0.001
C  1.7501  -1.4408  -1.7512  -0.014
C  2.8552  -1.5066  -0.7067  0.006
C  0.8973  -2.7032  -1.7036  0.055
O  0.9300  -0.3061  -1.4525  0.206
H  2.9389  -2.1478  -3.4085  0.002
H  2.9598  -0.3873  -3.2064  -0.001
H  1.5253  -1.1842  -3.8807  0.001
H  3.5122  -2.3565  -0.9008  0.001
H  2.4191  -1.6182  0.2898  -0.002
H  3.4452  -0.5878  -0.7234  -0.001
H  1.4961  -3.5755  -1.9726  0.000
H  0.0609  -2.6151  -2.4038  -0.001
H  0.4906  -2.8463  -0.7052  -0.014

Its multiplicity is 4. For the HOMO energy (alpha / beta), the calculation gives -9.868 / -10.608 eV. The expectation value of S² is 3.813. Its net charge is +1. The HOMO-LUMO gap (alpha / beta) is 6.940 / 6.260 eV.

(2)
DFT (wB97M-V/def2-TZVPD) results for a molecular structure, C31H51FI2N3O18P.

Last column: Löwdin charge in e.
Geometry (Å):
C  7.0264  -6.8988  2.8540  -0.093
C  7.2066  -5.8220  1.7836  -0.222
C  6.1062  -4.7996  1.8599  -0.233
O  4.8968  -5.3487  1.3693  -0.162
C  3.8518  -4.4627  1.6795  -0.180
C  2.5229  -4.8907  0.9511  -0.384
C  2.7946  -6.1899  0.3179  -0.223
N  3.0338  -7.1934  -0.2019  0.246
C  2.1114  -3.8339  -0.0651  -0.622
I  0.2831  -2.7774  0.2183  1.082
C  2.8662  -3.5353  -1.1095  -0.773
C  4.1838  -4.1837  -1.4113  -0.131
I  2.3460  -2.0463  -2.5364  0.867
C  1.4642  -5.1904  2.0345  -0.466
C  1.2314  -4.1053  2.9592  -0.342
N  1.0357  -3.2357  3.6975  0.220
C  0.1533  -5.6986  1.4718  -0.525
O  -0.0283  -5.9476  0.3204  0.119
N  -0.9409  -5.8664  2.4226  0.193
C  -1.9511  -4.9367  2.1492  -0.554
O  -2.7150  -4.9776  1.2273  0.157
F  -2.0475  -3.9553  3.0473  0.120
P  2.1677  -6.6343  3.1136  1.082
C  1.6330  -6.3565  4.8565  -0.250
C  1.3273  -8.2004  2.6265  -0.388
C  2.3228  -9.3688  2.8356  -0.142
H  7.0041  -6.4329  3.8288  0.071
H  7.8225  -7.6291  2.8169  0.068
H  6.0893  -7.4007  2.6509  0.065
H  7.2801  -6.2530  0.7925  0.114
H  8.1608  -5.3416  1.9770  0.109
H  6.3915  -3.9219  1.2760  0.125
H  5.9763  -4.5153  2.9044  0.127
H  4.1195  -3.4974  1.2619  0.129
H  3.7236  -4.4002  2.7562  0.111
H  4.0968  -5.2553  -1.5246  0.079
H  4.9087  -3.9424  -0.6503  0.071
H  4.5791  -3.7818  -2.3309  0.041
H  -0.6095  -5.7586  3.3765  0.102
H  2.1080  -5.4891  5.2869  0.038
H  1.9469  -7.2306  5.4136  0.045
H  0.5524  -6.3087  4.9516  0.032
H  1.0130  -8.2200  1.5928  0.071
H  0.4659  -8.3360  3.2723  0.071
H  3.1923  -9.0137  3.3744  0.042
H  1.8574  -10.2070  3.3310  0.067
H  2.6629  -9.6920  1.8637  0.065
C  -0.2348  1.5647  0.0331  -0.028
O  -0.1226  1.5784  -1.3929  0.005
C  -0.6172  2.6664  -1.9693  -0.615
O  -1.1262  3.5967  -1.4035  0.118
O  -0.4511  2.5512  -3.2861  0.010
C  -0.9433  3.6615  -4.0356  -0.037
H  0.1981  0.6268  0.3662  0.058
H  0.3165  2.3935  0.4738  0.101
H  -1.2800  1.6015  0.3355  0.101
H  -0.4211  4.5754  -3.7579  0.096
H  -2.0155  3.7799  -3.8890  0.090
H  -0.7488  3.4443  -5.0818  0.094
C  -4.2612  -2.0668  -0.2905  -0.036
O  -4.0438  -0.7079  -0.6818  0.000
C  -4.5435  -0.3851  -1.8722  -0.629
O  -5.1412  -1.1192  -2.6106  0.130
O  -4.2593  0.8958  -2.1014  0.002
C  -4.7363  1.3865  -3.3556  -0.034
H  -3.8038  -2.1889  0.6875  0.084
H  -5.3242  -2.2849  -0.2111  0.100
H  -3.7838  -2.7497  -0.9905  0.099
H  -5.8209  1.3211  -3.4086  0.094
H  -4.2816  0.8390  -4.1797  0.099
H  -4.4452  2.4310  -3.4202  0.087
C  -8.9725  5.8246  -3.7103  -0.039
O  -9.3709  5.1334  -4.8953  0.008
C  -8.6873  4.0170  -5.1311  -0.630
O  -7.8027  3.5744  -4.4490  0.118
O  -9.1534  3.4748  -6.2528  0.008
C  -8.5052  2.2584  -6.6286  -0.038
H  -9.6015  6.7067  -3.6363  0.093
H  -9.1263  5.2016  -2.8315  0.098
H  -7.9311  6.1334  -3.7769  0.097
H  -8.6412  1.4972  -5.8628  0.098
H  -7.4454  2.4275  -6.8095  0.096
H  -8.9747  1.9252  -7.5492  0.093
C  -2.4705  5.7746  0.0739  -0.044
O  -2.5624  6.8322  1.0376  0.009
C  -1.3920  7.2316  1.5214  -0.630
O  -0.3140  6.7912  1.2269  0.123
O  -1.6150  8.2130  2.3956  0.005
C  -0.4277  8.7381  2.9913  -0.040
H  -3.4849  5.5429  -0.2384  0.096
H  -1.8969  6.0918  -0.7927  0.090
H  -2.0254  4.8883  0.5134  0.082
H  0.2276  9.1652  2.2341  0.095
H  0.0962  7.9649  3.5503  0.097
H  -0.7412  9.5216  3.6754  0.092
C  2.7756  7.4185  -1.1790  -0.036
O  2.6745  8.4734  -0.2218  0.006
C  3.8399  8.8824  0.2660  -0.630
O  4.9220  8.4503  -0.0264  0.125
O  3.6012  9.8602  1.1409  0.000
C  4.7755  10.3981  1.7483  -0.044
H  1.7654  7.1756  -1.4947  0.090
H  3.3519  7.7396  -2.0451  0.097
H  3.2247  6.5350  -0.7303  0.099
H  5.4312  10.8356  0.9979  0.097
H  5.3043  9.6305  2.3100  0.097
H  4.4466  11.1763  2.4310  0.092

Its multiplicity is 1. For the HOMO energy, the calculation gives -9.145 eV. Its net charge is 0. The HOMO-LUMO gap is 8.893 eV.

(3)
DFT (wB97M-V/def2-TZVPD) results for a molecular structure, C31H51GeN4O4S2Y.

Last column: Mulliken spin population.
Geometry (Å):
Y  0.1937  -0.2639  0.3346  -0.011
C  4.1927  0.7799  2.4669  -0.002
C  3.1509  0.2878  1.5026  0.001
N  1.8989  0.2067  1.8885  -0.011
N  1.7790  0.5063  3.2483  -0.002
C  0.7149  0.8688  3.8391  -0.061
S  -0.9262  1.2110  3.5295  0.721
S  0.7844  1.1517  5.6147  0.244
C  1.1248  2.9616  5.6117  0.004
C  2.5939  3.2621  5.6744  0.016
C  3.3257  2.8962  6.8035  -0.001
C  4.6765  3.1822  6.8867  -0.002
C  5.3157  3.8345  5.8399  0.003
C  4.5944  4.2044  4.7164  0.001
C  3.2386  3.9142  4.6311  0.001
C  3.5997  -0.0809  0.1605  -0.003
C  4.9295  -0.5244  0.0049  0.000
C  5.4707  -0.8051  -1.2250  0.000
C  4.6969  -0.6087  -2.3708  0.000
C  3.3906  -0.2011  -2.2572  0.000
C  2.7918  0.0420  -1.0040  0.000
O  1.5364  0.4165  -0.9622  0.001
H  3.8132  1.6298  3.0243  0.001
H  5.1024  1.0697  1.9527  0.000
H  4.4155  0.0061  3.2057  0.000
H  0.6062  3.3356  6.4935  0.004
H  0.6562  3.3795  4.7220  -0.005
H  2.8218  2.3861  7.6166  0.000
H  5.2295  2.9066  7.7752  0.000
H  6.3721  4.0589  5.9048  0.000
H  5.0851  4.7275  3.9054  0.000
H  2.6754  4.2225  3.7568  0.001
H  5.5340  -0.6852  0.8871  0.000
H  6.4913  -1.1526  -1.3044  0.000
H  5.1261  -0.7831  -3.3490  0.000
H  2.7727  -0.0523  -3.1344  0.000
C  -1.2930  -2.2438  3.2493  0.002
C  -2.2564  -1.8969  2.1058  -0.008
C  -3.5825  -1.4175  2.6935  -0.003
C  -2.5062  -3.1417  1.2501  0.000
O  -1.6707  -0.8908  1.2656  -0.017
Ge  -2.6268  0.7918  0.6171  -0.002
O  -2.0439  0.3445  -1.1173  0.003
C  -2.8324  0.4258  -2.3075  0.001
C  -1.9362  0.8986  -3.4531  0.000
C  -3.4148  -0.9552  -2.6266  0.000
C  -3.9931  1.4099  -2.1400  0.000
O  -0.7551  1.6139  0.8602  0.077
C  -0.4454  2.9950  0.5714  0.036
C  -1.3710  3.9100  1.3737  -0.006
C  -0.6291  3.2520  -0.9244  0.009
C  1.0128  3.2480  0.9527  -0.005
H  -1.5066  -3.2428  3.6303  -0.001
H  -0.2551  -2.2171  2.9093  0.000
H  -1.3908  -1.5377  4.0716  0.002
H  -3.9651  -2.1513  3.4019  0.000
H  -3.4364  -0.4716  3.2171  0.002
H  -4.3215  -1.2701  1.9027  0.000
H  -3.0156  -3.9034  1.8397  0.000
H  -3.1308  -2.8874  0.3910  0.000
H  -1.5614  -3.5625  0.8947  0.000
H  -0.9931  0.3470  -3.4741  0.000
H  -2.4451  0.7509  -4.4057  0.000
H  -1.7054  1.9586  -3.3474  0.000
H  -2.6337  -1.6787  -2.8672  0.000
H  -3.9780  -1.3211  -1.7652  0.000
H  -4.0857  -0.8930  -3.4833  0.000
H  -3.6269  2.3820  -1.8043  0.000
H  -4.5107  1.5468  -3.0883  0.000
H  -4.7074  1.0350  -1.4030  0.000
H  -2.4136  3.6810  1.1388  0.001
H  -1.2245  3.7609  2.4420  0.002
H  -1.1812  4.9564  1.1369  0.000
H  -1.6848  3.1744  -1.1872  0.001
H  -0.2760  4.2483  -1.1899  0.001
H  -0.0688  2.5105  -1.4956  0.000
H  1.1880  2.9729  1.9945  0.005
H  1.6758  2.6632  0.3137  -0.001
H  1.2513  4.3046  0.8285  0.001
N  -0.2905  -1.9605  -1.3856  0.000
C  0.6500  -2.8122  -2.1390  0.000
C  1.2710  -3.8869  -1.2576  0.000
C  2.2168  -3.3352  -0.2002  0.000
N  1.4880  -2.5746  0.8435  0.000
H  -1.0576  -2.5393  -1.0530  0.000
H  -0.7152  -1.3031  -2.0340  0.000
H  1.4390  -2.1722  -2.5378  0.000
H  0.1453  -3.2973  -2.9795  0.000
H  1.8316  -4.5699  -1.8968  0.000
H  0.4817  -4.4736  -0.7723  0.000
H  2.9412  -2.6641  -0.6655  0.000
H  2.7738  -4.1647  0.2446  0.000
H  2.1682  -2.3020  1.5474  0.000
H  0.8601  -3.2264  1.3075  0.000

Its multiplicity is 2. For the HOMO energy (alpha / beta), the calculation gives -10.689 / -10.745 eV. The expectation value of S² is 0.756. Its net charge is +1. The HOMO-LUMO gap (alpha / beta) is 7.956 / 6.645 eV.

(4)
DFT (wB97M-V/def2-TZVPD) results for a molecular structure, C31H52BrN3OP2V.

Last column: Mulliken spin population.
Geometry (Å):
N  -0.4969  -5.8688  -6.6680  0.071
C  0.6516  -5.4616  -6.1222  -0.030
C  0.7232  -4.3877  -5.2350  0.101
C  -0.4589  -3.6797  -4.8700  0.052
C  -1.6631  -4.1492  -5.4703  0.108
C  -1.6259  -5.2436  -6.3444  -0.032
C  -0.4005  -2.5770  -3.9155  0.475
V  -0.6036  -0.9438  -0.9141  1.238
P  -1.8177  -0.0813  4.6406  0.649
C  -1.1772  -2.3988  -2.7649  -0.229
C  -0.4402  -2.8094  -1.5683  0.234
C  -1.2321  -2.8567  -0.4174  -0.013
C  -0.7092  -2.3810  0.7796  0.012
C  0.4461  -1.6222  0.7317  -0.015
C  1.3662  -1.7726  -0.3035  0.041
C  0.8609  -2.2562  -1.5201  -0.033
Br  0.0667  0.5864  1.5760  0.061
H  0.3712  -1.8240  -4.1094  0.030
H  -2.2658  -2.5532  -2.8014  -0.004
H  1.6831  -4.1703  -4.7575  0.010
H  -2.6011  -3.6516  -5.2363  0.009
H  1.5580  -6.0039  -6.3846  0.000
H  -2.5504  -5.6230  -6.7991  -0.001
H  -2.2620  -3.2295  -0.5380  -0.011
H  1.3901  -2.1042  -2.4612  -0.074
H  -1.3148  -2.5504  1.6751  -0.012
H  2.4166  -1.4921  -0.2566  0.013
P  -1.6696  1.4294  -1.0486  -0.012
C  -0.3965  -1.0918  4.1645  0.099
C  -0.0839  -2.1991  5.1791  0.026
H  0.4457  -0.3995  4.0121  0.009
H  -0.6266  -1.4963  3.1710  -0.006
H  0.8759  -2.6597  4.9302  -0.002
H  -0.0150  -1.8017  6.1967  -0.002
H  -0.8530  -2.9798  5.1740  0.002
C  -3.2169  -0.3113  3.4997  0.077
C  -4.5384  0.0186  4.2223  0.018
H  -3.1878  -1.3623  3.1668  -0.001
H  -3.0493  0.3347  2.6269  0.015
H  -5.3841  -0.3958  3.6631  0.002
H  -4.5440  -0.4134  5.2323  -0.008
H  -4.6964  1.1012  4.3030  -0.001
C  -1.4086  1.6899  4.5833  0.058
C  -0.5051  2.1889  5.7146  0.013
H  -2.3643  2.2444  4.6170  -0.011
H  -0.9470  1.8606  3.5975  0.043
H  -0.1663  3.2024  5.4778  0.000
H  -1.0713  2.2452  6.6491  -0.002
H  0.3660  1.5418  5.8535  0.000
C  -1.0819  3.1561  -0.7892  0.007
C  -1.8256  4.2087  -1.6140  0.000
H  -0.0092  3.1699  -1.0196  0.000
H  -1.1833  3.3868  0.2795  -0.003
H  -1.4265  4.2767  -2.6381  0.000
H  -2.9090  4.0117  -1.6716  0.000
H  -1.6876  5.1886  -1.1332  0.000
C  -3.3204  1.4080  -0.2786  0.005
C  -4.2211  0.2569  -0.6962  0.012
H  -3.7897  2.3846  -0.4816  -0.002
H  -3.1240  1.3694  0.8099  0.009
H  -4.5143  0.3556  -1.7432  0.001
H  -3.7500  -0.7230  -0.5448  0.014
H  -5.1394  0.2758  -0.1031  0.000
C  -1.6663  1.1828  -2.8817  -0.032
C  -0.2926  1.4489  -3.4918  -0.001
H  -2.4155  1.8904  -3.2620  -0.001
H  -2.0067  0.1545  -3.1072  0.010
H  -0.0568  0.6806  -4.2339  0.000
H  -0.3021  2.4258  -3.9821  0.001
H  0.5392  1.4471  -2.7733  -0.003
C  3.4500  -0.4343  1.7014  -0.014
N  4.0253  0.7527  1.1247  0.000
C  5.3040  1.1349  1.6779  0.000
C  6.0779  1.9546  0.6987  0.000
C  5.2391  3.0922  0.1842  0.000
N  3.9978  2.5831  -0.3339  0.000
C  3.2565  3.3526  -1.2836  0.000
C  3.3876  1.4456  0.1123  0.004
O  2.2965  1.0887  -0.4083  0.011
H  3.8589  -1.3342  1.2252  0.001
H  2.3679  -0.4118  1.6068  0.011
H  3.7320  -0.4945  2.7537  0.000
H  5.1503  1.7102  2.6102  0.000
H  5.8665  0.2283  1.9379  0.000
H  6.3891  1.3296  -0.1384  0.000
H  6.9359  2.3825  1.2043  0.000
H  5.7375  3.6069  -0.6482  0.000
H  5.0183  3.8114  0.9996  0.000
H  2.2844  3.6411  -0.8707  0.000
H  3.8585  4.2199  -1.5580  0.000
H  3.0712  2.7438  -2.1710  0.000

Its multiplicity is 4. For the HOMO energy (alpha / beta), the calculation gives -12.055 / -12.735 eV. The expectation value of S² is 4.003. Its net charge is +2. The HOMO-LUMO gap (alpha / beta) is 4.741 / 4.263 eV.

Number 1: E_tot -141532.927 eV. Number 2: E_tot -102504.888 eV. Number 3: E_tot -126354.849 eV. Number 4: E_tot -153794.463 eV.